Entry 1:
ORCA calculation (wB97M-V/def2-TZVPD) on an isolated molecule of C4H6N2 at a distorted geometry.

Geometry as XYZ:
```
12
Properties=species:S:1:pos:R:3:forces:R:3:nbo_charge:R:1
N -2.846104 -0.675389 -1.193506 0.847 0.706 0.480 -0.3261
C -2.012861 -0.023732 -0.723984 -0.809 -0.641 -0.456 0.2862
C -0.926693 0.743371 -0.106724 0.067 -0.008 -0.056 -0.5176
C 0.123718 -0.182050 0.490421 -0.258 0.350 0.066 -0.0793
C 1.302648 -0.581801 -0.300991 -0.014 -0.366 -0.169 -0.2545
N 1.405963 0.482532 0.694019 0.087 0.026 0.164 -0.5894
H -0.447942 1.372717 -0.864249 -0.080 -0.112 0.060 0.2579
H -1.345464 1.427085 0.642671 0.086 -0.245 -0.048 0.2539
H -0.249226 -0.893057 1.226728 0.132 0.176 -0.042 0.2071
H 1.387329 -0.288018 -1.347409 0.029 0.019 0.275 0.2013
H 1.725396 -1.551659 -0.051431 0.033 0.129 -0.148 0.1998
H 1.883236 0.169998 1.534452 -0.121 -0.036 -0.124 0.3607
```
Positions in Å, forces in eV/Å.

Structure (SMILES) = N#CC[C@H]1CN1
HOMO-LUMO gap = 11.188 eV
M = 82.106 g/mol
LUMO level = 0.91 eV

***

Entry 2:
ORCA calculation (wB97M-V/def2-TZVPD) on an isolated molecule of C4H6N2 at a distorted geometry.

Geometry as XYZ:
```
12
Properties=species:S:1:pos:R:3:forces:R:3:nbo_charge:R:1
C 0.820248 -1.576026 -0.668733 0.370 0.963 0.091 -0.6302
C 0.351282 -0.246406 0.117082 -0.242 2.341 -0.893 -0.1227
C -0.993957 -0.280129 0.476886 -0.196 0.021 0.109 -0.0752
N -1.599276 0.877278 0.704431 -0.201 -0.207 0.376 -0.2940
N -0.655691 1.788267 0.523667 -0.230 -0.345 0.164 -0.3157
C 0.562551 1.352455 0.153006 -0.556 -1.969 0.208 -0.0726
H 0.068524 -1.884836 -1.429721 0.292 0.710 0.521 0.2170
H 1.728464 -1.346121 -1.209111 0.245 -0.008 -0.219 0.2197
H 1.031014 -2.540866 -0.144458 -0.204 1.235 0.520 0.2252
H -1.582660 -1.184379 0.568473 0.051 0.049 -0.119 0.2050
H -0.938931 2.738626 0.748325 0.490 -0.295 -0.231 0.4097
H 1.208430 2.302138 0.160151 0.183 -2.495 -0.527 0.2337
```
Positions in Å, forces in eV/Å.

Structure (SMILES) = Cc1cn[nH]c1
HOMO-LUMO gap = 9.633 eV
M = 82.106 g/mol
LUMO level = 1.00 eV

***

Entry 3:
ORCA calculation (wB97M-V/def2-TZVPD) on an isolated molecule of C4H6N2.

Geometry as XYZ:
```
12
Properties=species:S:1:pos:R:3:forces:R:3:nbo_charge:R:1
C 1.252410 1.463290 -0.132659 0.145 0.393 -0.130 -0.6014
C 0.201206 0.163261 -0.003813 0.066 -0.196 0.102 0.3054
C 1.292420 -0.304495 0.552124 -0.305 0.064 -0.059 -0.1986
N -1.337740 -1.915661 0.319595 -0.204 0.181 -0.227 -0.6883
C -1.669996 -0.959202 -0.452531 -0.031 -0.196 0.084 0.2733
N -0.923593 0.218323 -0.594192 0.239 -0.060 0.137 -0.5849
H 2.211931 1.530317 0.384057 -0.107 -0.033 -0.039 0.2730
H 0.596340 2.253317 0.238790 0.055 -0.142 -0.008 0.2422
H 1.432796 1.540187 -1.202743 -0.025 -0.063 0.144 0.2483
H 1.525978 -0.235676 1.609165 -0.035 0.007 -0.119 0.2291
H -2.018485 -2.671123 0.257257 0.088 0.079 0.015 0.3458
H -2.569511 -0.952144 -1.076121 0.116 -0.036 0.100 0.1561
```
Positions in Å, forces in eV/Å.

HOMO-LUMO gap = 9.698 eV
M = 82.106 g/mol
LUMO level = 0.89 eV

***

Entry 4:
ORCA calculation (wB97M-V/def2-TZVPD) on a cluster of 2 separate species, C4H6N2 in total at a distorted geometry.

Geometry as XYZ:
```
12
Properties=species:S:1:pos:R:3:forces:R:3:nbo_charge:R:1
C -0.195443 0.392150 0.151554 0.250 -0.686 0.360 0.4803
C 3.130117 0.010589 -0.170214 3.532 1.320 -1.266 -0.2441
C -2.052772 -1.340359 0.087655 -0.221 -0.402 -1.682 0.2534
C -1.355406 1.237938 0.117925 0.973 -2.290 0.932 -0.2876
N 2.163588 -0.412985 0.301217 -2.902 -2.182 2.136 0.2024
N -1.401408 -0.237374 -0.041427 0.557 -0.623 0.263 -0.3953
H 4.216348 -0.231757 -0.027567 -0.132 -0.999 0.706 0.4581
H 3.366777 0.808818 -0.826321 -0.459 1.691 -1.373 0.4072
H -3.010067 -1.475093 -0.404999 -0.523 0.655 0.406 0.2621
H -1.646756 -2.289137 0.439742 0.675 0.487 0.476 0.2670
H -1.916504 1.547608 0.908159 -1.506 0.557 2.776 0.3063
H -1.298471 1.989606 -0.535721 -0.244 2.472 -3.735 0.2901
```
Positions in Å, forces in eV/Å.

Charge = +2
HOMO-LUMO gap (spin up / spin down) = 7.777 / 7.776 eV
M = 82.106 g/mol
LUMO level (spin up / spin down) = -12.27 / -12.28 eV

***

Entry 5:
ORCA calculation (wB97M-V/def2-TZVPD) on the ion C4H6N2 with charge +2 at a distorted geometry.

Geometry as XYZ:
```
12
Properties=species:S:1:pos:R:3:forces:R:3:nbo_charge:R:1
C -0.443103 0.605850 0.612922 -0.123 -3.098 -3.381 0.6129
C 0.521733 1.603452 2.620652 1.240 0.753 1.030 0.1110
C 0.583981 -1.400928 -2.346509 1.203 1.947 -0.640 0.0678
C -0.865864 -0.440797 -0.490798 -3.362 -0.885 0.831 -0.4060
N 0.047903 1.051546 1.564887 -0.570 -0.282 1.317 -0.2780
N -0.233722 -1.424115 -1.451602 -0.558 2.268 3.476 0.0168
H 1.459313 2.077365 2.406155 0.544 0.539 0.197 0.2574
H 0.181085 1.611828 3.679146 -0.519 -0.445 -1.026 0.3060
H 1.056572 -0.407790 -2.594422 -0.182 -0.777 -0.174 0.3022
H 0.828974 -2.291575 -2.831672 0.635 -1.603 -1.188 0.3056
H -1.678373 -1.184053 0.012749 1.612 2.031 -0.682 0.3710
H -1.458498 0.199218 -1.181509 0.080 -0.447 0.242 0.3332
```
Positions in Å, forces in eV/Å.

Charge = +2
HOMO-LUMO gap (spin up / spin down) = 6.268 / 10.407 eV
M = 82.106 g/mol
LUMO level (spin up / spin down) = -13.07 / -11.46 eV

***

Entry 6:
ORCA calculation (wB97M-V/def2-TZVPD) on a structure of composition C4H6N2O at a distorted geometry.

Geometry as XYZ:
```
13
Properties=species:S:1:pos:R:3:forces:R:3:nbo_charge:R:1
C -2.340675 0.007669 -0.053745 0.009 0.126 -0.036 -0.6469
C -0.852944 0.140609 -0.226823 -0.056 0.190 -0.421 0.1455
N -0.345666 -0.120611 -1.394663 -0.325 0.014 0.351 -0.1029
O 1.034587 -0.110353 -1.256763 0.430 -0.254 0.357 -0.3267
C 1.292065 0.085677 0.075493 -0.074 -0.720 -0.367 0.3513
N 2.526488 -0.254398 0.597531 0.185 0.063 -0.264 -0.8122
C 0.153075 0.365797 0.837371 0.284 0.144 -0.369 -0.4023
H -2.761993 -0.586454 -0.871457 0.130 0.181 0.111 0.2320
H -2.584403 -0.486550 0.893215 0.210 0.138 -0.159 0.2346
H -2.827602 0.986159 -0.050195 0.056 -0.044 0.046 0.2314
H 3.312284 -0.133708 -0.022916 -0.010 -0.077 -0.208 0.3829
H 2.462312 -1.213368 0.923759 0.249 0.265 0.222 0.3973
H 0.943090 1.328005 0.501361 -1.088 -0.025 0.738 0.3161
```
Positions in Å, forces in eV/Å.

HOMO-LUMO gap = 9.736 eV
M = 98.105 g/mol
LUMO level = 0.56 eV

***

Entry 7:
ORCA calculation (wB97M-V/def2-TZVPD) on an isolated molecule of C4H6N2O at a distorted geometry.

Geometry as XYZ:
```
13
Properties=species:S:1:pos:R:3:forces:R:3:nbo_charge:R:1
C 0.085909 0.448398 -0.427660 -4.048 0.652 -0.128 0.3568
C -1.198757 -1.486697 0.360877 0.216 -0.616 -0.496 -0.5081
C 0.637724 1.758419 0.185858 0.855 -0.199 -0.054 -0.5992
N -0.230382 -0.488446 0.620264 2.182 -0.592 0.384 -0.0903
O -0.834903 0.570298 -1.304701 1.997 0.091 -0.186 -0.6221
C 1.350932 -0.589955 -0.576065 -1.009 -0.074 0.750 0.2577
N 2.327999 -1.125689 -0.866516 0.036 -0.031 -0.114 -0.2616
H -2.129155 -1.231513 0.889575 0.142 0.418 -0.042 0.2819
H -0.871484 -2.421291 0.832311 -0.016 0.192 -0.007 0.2387
H -1.442676 -1.619811 -0.700575 0.003 0.242 0.118 0.2428
H 0.927404 2.420052 -0.624575 -0.177 0.012 -0.046 0.2421
H 1.515479 1.568099 0.802802 -0.082 -0.058 0.044 0.2261
H -0.138090 2.198135 0.808406 -0.099 -0.037 -0.222 0.2352
```
Positions in Å, forces in eV/Å.

HOMO-LUMO gap (spin up / spin down) = 7.650 / 6.902 eV
M = 98.105 g/mol
LUMO level (spin up / spin down) = -2.48 / -2.88 eV

***

Entry 8:
ORCA calculation (wB97M-V/def2-TZVPD) on an isolated molecule of C4H6N2O at a distorted geometry.

Geometry as XYZ:
```
13
Properties=species:S:1:pos:R:3:forces:R:3:nbo_charge:R:1
N 1.481479 -1.784314 -0.354110 0.033 0.029 -0.073 -0.8260
C 0.501898 -0.775188 -0.245490 0.018 0.166 -0.801 0.2598
C -0.446119 -0.378134 -1.116262 0.267 -0.100 -0.204 -0.2867
C -1.036311 0.835735 -0.598333 -0.106 0.099 0.092 -0.3798
C -0.469518 1.060024 0.610725 -0.333 -0.316 -0.257 0.4402
O -0.678592 2.041363 1.520928 -0.129 -0.106 -0.044 -0.6558
N 0.476525 0.064673 0.921395 -0.265 -0.441 -0.211 -0.6166
H 1.769495 -2.143373 0.551947 -0.142 0.060 -0.083 0.3652
H 2.307030 -1.357203 -0.763425 0.054 -0.222 -0.024 0.3718
H -0.702541 -0.881070 -2.034729 0.114 0.110 -0.099 0.2258
H -1.797669 1.434957 -1.080898 0.133 -0.006 0.048 0.2172
H -1.397501 2.595277 1.185135 0.170 -0.097 0.167 0.4852
H -0.008179 -0.712749 1.403117 0.184 0.825 1.488 0.3995
```
Positions in Å, forces in eV/Å.

Structure (SMILES) = Nc1ccc(O)[nH]1
HOMO-LUMO gap = 8.567 eV
M = 98.105 g/mol
LUMO level = 0.78 eV

***

Here are the calculated energy relative to the best compared isomer or geometry (same formula, charge and spin) numbers, same order: 1.536, 2.631, 4.558, 8.195, 5.034, 5.017, 5.737, 1.928 (eV).